Record 1
C4H12N2O | the ωB97M-V functional and the def2-TZVPD basis

The geometry in XYZ format:
```
19
Properties=species:S:1:pos:R:3:forces:R:3
C 1.63494 1.56833 1.42622 -4.73 -2.48 -2.91
O -0.94534 1.44782 2.32420 0.46 0.74 -1.79
C 1.78915 0.99323 0.18195 -1.51 -1.72 1.93
C 0.90783 -0.29376 -0.27988 0.74 3.45 -0.57
C -0.48502 -0.44532 0.50511 3.77 -2.07 -1.78
N -1.23025 -1.38242 -0.19397 1.78 0.93 1.55
N -1.12411 -1.12785 -2.66835 1.44 0.38 2.03
H 0.51822 1.58541 1.94382 3.33 -0.82 -0.79
H 2.29826 2.22301 1.78767 2.63 2.60 1.00
H 2.59694 1.20872 -0.51437 0.27 -0.17 0.37
H 0.66855 -0.12661 -1.31907 -0.65 0.36 -0.48
H 1.58482 -1.12821 -0.43081 -0.12 -0.69 1.17
H -0.15092 -0.52620 1.51749 -1.24 -0.68 0.92
H -0.86896 0.55884 0.36971 -0.90 2.16 0.52
H -2.05722 -1.68496 0.20135 -2.01 -1.16 1.35
H -1.21161 -1.31205 -1.25775 -0.06 0.18 -1.30
H -1.64388 1.10424 2.82453 -1.83 -0.83 1.34
H -0.65533 -1.92200 -3.02820 0.28 -1.36 -0.53
H -1.62607 -0.74021 -3.38964 -1.66 1.19 -2.03
```
Positions in Å, forces in eV/Å.

Results
LUMO level   -4.67 eV
Orbital gap   3.7 eV
HOMO   -0.3091 hartree
Multiplicity   1
Net charge   0



Record 2
CHBr2Cl2P | the ωB97M-V functional and the def2-TZVPD basis

The geometry in XYZ format:
```
7
Properties=species:S:1:pos:R:3:forces:R:3
C -0.13517 0.49067 0.56061 -2.48 -3.79 1.01
P 0.61270 -0.16065 -1.00652 -1.38 0.10 -0.63
Cl 0.30707 -2.15060 -0.74442 0.40 -0.12 0.24
Cl 2.57528 0.13915 -0.63993 0.65 -0.05 0.50
Br -2.66417 -0.37004 -0.28775 1.63 0.70 0.45
Br -0.18484 2.26117 0.66032 -0.02 1.27 0.39
H -0.51088 -0.20971 1.45768 1.21 1.88 -1.96
```
Positions in Å, forces in eV/Å.

Results
LUMO level (spin up / spin down)   -2.56 / -2.68 eV
Orbital gap (spin up / spin down)   7.1 / 6.9 eV
HOMO (spin up / spin down)   -0.3560 / -0.3517 hartree
Multiplicity   1
Net charge   0



Record 3
C31H47F3N2O4P | the ωB97M-V functional and the def2-TZVPD basis

The geometry in XYZ format:
```
88
Properties=species:S:1:pos:R:3:forces:R:3
C -0.99777 0.06564 5.17880 0.21 -0.52 -0.09
C -1.64929 -0.94133 4.20211 0.29 0.56 0.40
C -2.23690 -0.23958 2.97945 -0.28 -0.19 0.08
C -2.54242 -1.14469 1.77693 -0.15 -0.01 0.25
N -1.64201 -2.32030 1.67768 0.02 0.23 -0.05
N -1.04667 -2.44815 0.37077 -0.30 -0.16 0.07
C -0.00038 -1.40564 0.13320 -0.05 0.67 0.32
C 0.98623 -1.22396 1.27071 0.17 0.48 -0.48
C 1.78528 0.07140 0.97265 0.16 -0.08 0.43
P 3.39198 -0.43952 0.33159 0.14 -0.42 -1.13
O 3.15422 -1.34471 -0.80082 0.03 -0.13 0.08
O 4.19441 0.84469 -0.13267 -0.24 0.02 0.63
C 4.26111 2.01014 0.71417 0.17 0.61 -0.20
C 3.24273 3.06880 0.30417 0.26 -0.33 0.49
O 4.20531 -1.18173 1.48228 -0.51 0.57 0.37
C 4.06974 -0.83792 2.88295 0.69 -0.41 0.23
C 3.42330 -1.98469 3.65968 -0.32 0.25 -0.31
C -0.56110 -3.88215 0.15362 0.40 -1.00 -0.35
O 0.66695 -3.91022 -0.43929 -0.24 0.17 -0.22
C 1.76199 -4.40355 0.33311 0.45 0.08 0.00
H -0.05489 -0.33944 5.54481 0.04 -0.01 0.09
H -0.75669 1.00414 4.68611 -0.13 0.19 0.05
H -1.61096 0.23636 6.05717 -0.14 0.28 -0.03
H -0.89281 -1.66855 3.92318 -0.06 -0.14 -0.19
H -2.43314 -1.46232 4.74858 -0.06 -0.28 -0.14
H -3.19685 0.17756 3.28463 0.00 0.28 -0.08
H -1.61917 0.61140 2.69478 0.23 -0.07 -0.13
H -3.56814 -1.50143 1.86262 -0.03 -0.15 -0.02
H -2.51256 -0.57122 0.85077 0.01 0.03 -0.06
H -2.19141 -3.15458 1.83551 0.10 -0.21 -0.11
H -1.78272 -2.29630 -0.32698 0.12 0.08 -0.20
H -0.54089 -0.46707 0.02098 -0.20 -0.11 -0.05
H 0.49885 -1.60108 -0.81096 0.05 -0.25 -0.02
H 0.47700 -1.11557 2.22122 -0.07 -0.21 0.10
H 1.69311 -2.04558 1.29001 -0.18 -0.26 0.28
H 1.34364 0.64433 0.15797 -0.04 0.07 -0.06
H 1.81089 0.72329 1.84322 0.06 0.05 0.04
H 4.14275 1.76801 1.76964 -0.01 -0.24 0.05
H 5.26277 2.41668 0.61072 0.14 -0.18 -0.16
H 3.06259 3.02245 -0.76494 -0.03 0.10 -0.10
H 2.32009 2.93056 0.86414 -0.25 0.05 -0.21
H 3.64118 4.04156 0.58086 -0.09 0.17 -0.11
H 3.55140 0.10517 3.02435 -0.20 0.04 -0.12
H 5.08269 -0.68930 3.24816 0.09 0.09 -0.09
H 3.19666 -2.79000 2.96493 0.12 -0.15 0.02
H 4.08149 -2.36109 4.43390 0.01 -0.06 0.10
H 2.47952 -1.67590 4.10571 -0.02 -0.01 0.15
H -1.30087 -4.33909 -0.50503 -0.09 0.11 -0.12
H -0.55647 -4.44547 1.08680 -0.15 0.49 0.38
H 1.89355 -5.47022 0.17162 -0.14 -0.12 0.02
H 2.65366 -3.88628 -0.01277 -0.01 0.10 -0.09
H 1.63464 -4.19114 1.39440 -0.13 -0.08 0.09
F -5.67169 -3.12727 -3.29179 0.00 0.01 0.01
C -4.50520 -3.76850 -3.48280 0.06 -0.09 -0.03
C -4.51263 -5.02307 -4.05976 -0.06 -0.05 -0.03
C -3.30363 -5.68005 -4.24740 0.02 0.07 0.06
C -2.11079 -5.08509 -3.85778 0.01 -0.03 -0.02
C -2.13436 -3.81907 -3.29070 0.11 -0.01 0.15
C -3.33348 -3.14976 -3.09449 0.04 0.07 0.15
H -5.45139 -5.47392 -4.35118 -0.01 0.02 -0.01
H -3.29522 -6.66214 -4.69960 -0.02 -0.01 0.00
H -1.17202 -5.60256 -4.00067 0.01 0.02 -0.03
H -1.21092 -3.33729 -2.98679 0.07 -0.03 -0.11
H -3.35540 -2.16721 -2.64380 -0.12 -0.04 -0.12
F -3.22865 -0.22080 -1.83050 0.08 0.08 0.21
C -2.47884 0.65545 -2.55759 0.10 0.13 -0.10
C -2.71021 0.76109 -3.91124 -0.11 -0.12 -0.06
C -1.93853 1.65274 -4.64219 0.06 0.04 0.06
C -0.95819 2.41101 -4.01651 0.00 0.01 -0.02
C -0.74735 2.28377 -2.65139 0.00 -0.01 -0.04
C -1.51598 1.39918 -1.90820 0.00 -0.05 0.12
H -3.47626 0.15704 -4.37881 -0.01 0.01 0.02
H -2.10593 1.75502 -5.70523 -0.01 -0.01 -0.01
H -0.36043 3.10275 -4.59318 0.01 0.01 0.00
H 0.01447 2.87549 -2.16185 0.00 0.03 0.02
H -1.37975 1.29482 -0.83867 -0.05 0.08 -0.01
F 2.83345 6.47048 1.20222 0.00 -0.02 0.01
C 1.85735 6.77151 0.31829 -0.10 0.02 -0.11
C 0.57370 6.32866 0.56571 -0.02 -0.11 0.12
C -0.42577 6.64063 -0.34489 0.04 0.01 -0.05
C -0.13032 7.37710 -1.48335 -0.02 0.00 -0.03
C 1.16966 7.80722 -1.71060 -0.05 -0.04 0.03
C 2.17603 7.50785 -0.80403 0.15 0.03 -0.03
H 0.36686 5.75388 1.45887 0.01 0.03 0.02
H -1.43934 6.31008 -0.16159 -0.01 -0.01 0.01
H -0.91227 7.61807 -2.19024 -0.01 0.01 0.00
H 1.40364 8.38064 -2.59699 0.01 0.02 0.00
H 3.19375 7.83988 -0.95849 0.00 -0.01 0.02
```
Positions in Å, forces in eV/Å.

Results
LUMO level   -2.14 eV
Orbital gap   9.0 eV
HOMO   -0.4089 hartree
Multiplicity   1
Net charge   +1



Record 4
C5H10ClN2 | the ωB97M-V functional and the def2-TZVPD basis

The geometry in XYZ format:
```
18
Properties=species:S:1:pos:R:3:forces:R:3
C 0.84654 -0.43329 -1.15393 0.28 -1.61 0.88
C 0.77325 -1.80789 -0.72004 1.21 -2.80 -0.37
C -0.97724 -0.19250 0.23078 0.95 -4.87 2.60
C -1.00436 0.23020 1.66194 0.18 3.21 -0.38
C 0.00348 1.79397 -0.80186 1.65 -0.89 -2.21
N 0.10541 -1.94869 0.49988 -4.06 3.40 0.74
N -0.00097 0.34193 -0.60932 0.29 1.38 -1.46
Cl -2.53620 -0.47843 -0.51604 0.79 0.35 -0.01
H 1.62268 -0.26925 -1.85319 0.42 1.44 -0.77
H 0.36890 -2.35102 -1.58048 -0.32 -0.17 -0.38
H 1.77203 -2.33035 -0.58461 -0.51 1.09 -0.49
H -0.92309 1.43972 1.61447 -0.39 -2.71 0.75
H -0.20481 -0.20883 2.28501 -0.31 0.41 -0.62
H -1.97192 -0.05786 2.03887 -0.22 0.19 0.43
H 0.31735 2.15035 0.10187 0.65 1.29 2.52
H -0.97834 2.19816 -1.01032 0.07 -0.02 -0.74
H 0.91712 1.94522 -1.45671 -1.79 0.55 0.09
H -0.78740 -2.47626 0.53363 1.10 -0.25 -0.57
```
Positions in Å, forces in eV/Å.

Results
LUMO level (spin up / spin down)   -4.88 / -4.88 eV
Orbital gap (spin up / spin down)   9.0 / 9.0 eV
HOMO (spin up / spin down)   -0.5088 / -0.5088 hartree
Multiplicity   1
Net charge   +1



The molar mass results, record by record, are as follows: 104.15 274.71 599.69 133.60 u.